# 1
{"formula": "C3H9N", "method": "wB97M-V/def2-TZVPD", "homo_lumo_gap_ha": 0.39997, "lumo_ha": 0.0407, "relative_energy_kcal_mol": 35.6, "smiles": "C=CC.N", "species": ["N", "H", "H", "H", "C", "C", "C", "H", "H", "H", "H", "H", "H"], "xyz": [[2.1475, -1.4765, -0.6580], [2.1462, -1.6135, -1.7327], [2.5589, -2.3278, -0.2834], [1.2123, -1.4427, -0.2138], [-0.2695, 1.1363, 1.2303], [-1.0662, 0.2680, 0.2521], [-1.4313, 0.4398, -1.0115], [0.6784, 1.4067, 0.7698], [-0.9259, 2.0431, 1.5648], [0.0190, 0.7158, 2.1391], [-1.6377, -0.4419, 0.9156], [-2.3431, -0.0524, -1.4367], [-1.0887, 1.3452, -1.5357]], "forces_ev_per_a": [[-0.10, -0.57, -1.37], [-0.63, 0.37, 2.61], [0.16, 0.12, -0.10], [0.55, 0.10, -1.14], [-0.87, 2.10, -2.04], [-1.51, -0.64, 2.79], [-0.83, 1.03, -0.01], [-0.06, 0.79, -0.08], [1.31, -1.30, -0.98], [0.10, -1.48, 1.37], [0.43, 0.05, -1.32], [1.32, 0.08, 0.36], [0.14, -0.66, -0.08]]}

=====

# 2
{"formula": "C3H9N2", "method": "wB97M-V/def2-TZVPD", "homo_lumo_gap_ha": 0.30832, "total_charge": 1, "lumo_ha": -0.1932, "relative_energy_kcal_mol": 150.6, "species": ["C", "N", "H", "H", "H", "H", "C", "C", "N", "H", "H", "H", "H", "H"], "xyz": [[-2.1464, -1.2833, 0.9758], [-1.7522, -0.1802, 0.4803], [-1.1848, -1.8604, 0.8629], [-2.5214, -2.1164, 1.6178], [-2.1394, 0.7552, 0.9618], [-0.8099, 0.1218, -0.0059], [1.6441, 0.6348, 0.3865], [0.8136, 0.4378, -1.9304], [0.6348, 0.0428, -0.6805], [1.0062, 1.5010, 0.7760], [2.5539, 0.8959, 0.0159], [1.5363, 0.0606, 1.2248], [0.9806, -0.3358, -2.7307], [1.3846, 1.3261, -1.9542]], "forces_ev_per_a": [[5.91, -2.78, -0.19], [-2.85, 5.43, 3.48], [-0.61, -0.72, -1.31], [-2.21, 2.12, 0.06], [-0.20, -2.33, -2.04], [-0.30, -2.27, -0.02], [-7.03, 2.56, -1.36], [1.99, -2.13, 3.15], [1.80, -0.11, -1.19], [1.53, -0.09, -0.55], [2.45, 0.52, -0.94], [0.66, -2.30, 1.72], [-2.00, 1.02, 0.22], [0.86, 1.09, -1.02]]}

=====

# 3
{"formula": "C3H9N2", "method": "wB97M-V/def2-TZVPD", "homo_lumo_gap_ha": 0.33979, "total_charge": 1, "lumo_ha": -0.1928, "relative_energy_kcal_mol": 79.5, "species": ["C", "C", "C", "N", "N", "H", "H", "H", "H", "H", "H", "H", "H", "H"], "xyz": [[-2.5934, -0.7059, 0.9099], [0.1400, 0.2259, -0.4402], [2.7217, 0.4228, -0.4633], [-2.5733, 0.0134, -0.1309], [1.3691, 0.0087, -0.0108], [-1.6577, -1.0062, 1.4329], [-3.5090, -1.1392, 1.2748], [-0.7985, 0.1458, 0.1443], [0.0844, 0.1530, -1.4869], [2.7926, 0.0827, -1.4695], [2.8218, 1.5544, -0.3114], [3.4979, 0.1934, 0.1854], [-3.4652, 0.0658, -0.6201], [1.1698, -0.0145, 0.9858]], "forces_ev_per_a": [[-0.27, -0.32, -0.42], [2.91, -2.03, -0.66], [-1.83, 2.48, -0.52], [0.26, -0.47, 0.13], [-3.12, 1.94, 2.66], [-0.54, 0.52, -0.13], [-0.23, -0.32, 0.37], [0.99, 0.42, -0.34], [-0.69, 0.90, -1.56], [0.68, 0.06, -0.70], [-0.81, -1.25, -0.98], [1.08, -1.89, 1.16], [-0.11, 0.28, 0.39], [1.68, -0.31, 0.59]]}

=====

# 4
{"formula": "C3H9N2", "method": "wB97M-V/def2-TZVPD", "homo_lumo_gap_ha": 0.41038, "total_charge": 1, "lumo_ha": -0.1537, "relative_energy_kcal_mol": 25.4, "smiles": "CC/[NH+]=C/N", "species": ["C", "C", "C", "N", "N", "H", "H", "H", "H", "H", "H", "H", "H", "H"], "xyz": [[-1.5704, -0.3342, 0.2831], [2.0191, 0.3515, -0.1242], [0.8130, -0.5560, 0.2086], [-2.7340, 0.1716, -0.0865], [-0.4254, 0.0009, -0.2984], [-1.4285, -1.0830, 1.1106], [1.5827, 1.3230, -0.1806], [2.4095, 0.4178, 0.9111], [2.6645, 0.0790, -0.9967], [0.6157, -0.4954, 1.2405], [0.9237, -1.6654, -0.1763], [-3.5592, -0.3087, 0.2517], [-2.9085, 0.2846, -1.0314], [-0.3992, 0.6873, -1.0708]], "forces_ev_per_a": [[2.35, -0.08, -0.48], [-0.75, -0.87, 1.44], [0.94, -1.98, -2.23], [-0.88, -1.55, 1.78], [-2.35, 0.13, -0.49], [-0.70, 1.06, -0.65], [0.00, 1.04, -0.76], [1.39, -0.16, -1.13], [-0.52, 0.22, 1.21], [0.49, -0.65, 1.46], [-0.11, 2.18, 0.93], [0.10, 0.13, 0.76], [0.18, 1.12, -2.43], [-0.13, -0.61, 0.58]]}

=====

# 5
{"formula": "C3H9N2", "method": "wB97M-V/def2-TZVPD", "homo_lumo_gap_ha": 0.41473, "total_charge": 1, "lumo_ha": -0.1506, "relative_energy_kcal_mol": 41.2, "species": ["C", "C", "N", "H", "H", "H", "H", "H", "C", "N", "H", "H", "H", "H"], "xyz": [[1.9585, 0.5149, 0.3826], [0.0358, 1.7075, -0.2207], [0.5953, 0.5707, -0.1848], [1.9710, 0.9468, 1.3821], [2.6461, 1.0646, -0.2563], [2.2869, -0.5189, 0.4465], [-0.9167, 1.8433, -0.7255], [0.5671, 2.6024, 0.0991], [-2.0854, -1.5035, 0.1338], [-0.9561, -1.4735, -0.4404], [-2.3580, -0.6843, 0.7926], [-2.7947, -2.3115, -0.0113], [-0.8077, -2.2015, -1.1360], [-0.1421, -0.5570, -0.2619]], "forces_ev_per_a": [[-0.09, -0.21, 0.03], [0.34, 0.03, -0.85], [0.07, 0.25, 0.95], [0.00, 0.01, -0.01], [-0.01, -0.01, -0.04], [-0.02, 0.00, -0.04], [-0.20, -0.20, 0.36], [-0.05, 0.01, 0.07], [0.08, 0.17, 0.09], [-0.34, -0.10, -0.03], [0.07, -0.13, 0.18], [-0.03, 0.05, -0.16], [0.30, -0.10, 0.20], [-0.14, 0.24, -0.75]]}

=====

# 6
{"formula": "C3H9N2", "method": "wB97M-V/def2-TZVPD", "homo_lumo_gap_ha": 0.34561, "total_charge": 1, "lumo_ha": -0.1479, "relative_energy_kcal_mol": 50.1, "smiles": "C/C(N)=C/[NH3+]", "species": ["C", "C", "C", "N", "N", "H", "H", "H", "H", "H", "H", "H", "H", "H"], "xyz": [[0.9189, 0.1491, 1.7206], [0.0790, 0.1915, 0.4591], [0.4799, -0.4955, -0.6487], [-0.3672, -0.8751, -1.7836], [-0.9468, 1.1351, 0.4722], [1.7399, -0.5224, 1.5595], [0.6552, -0.0062, 2.6729], [1.4044, 1.1992, 1.8677], [1.2708, -1.2205, -0.5209], [-1.4245, -0.7505, -1.7017], [-0.2560, -1.8605, -2.0429], [-0.0778, -0.1437, -2.5462], [-1.6316, 1.0855, 1.2386], [-1.3499, 1.3287, -0.5330]], "forces_ev_per_a": [[3.07, 2.93, -3.69], [-0.56, 0.61, 0.53], [-0.10, -1.14, 2.40], [-1.20, 3.06, -1.88], [-0.94, -0.57, -2.96], [0.51, -0.37, -0.17], [-2.59, -1.07, 3.21], [-0.70, -1.56, -0.71], [0.17, 0.25, -0.17], [1.51, 0.00, 0.46], [0.46, 0.39, -0.31], [-0.77, -2.40, 0.79], [0.55, 0.23, -0.62], [0.59, -0.35, 3.11]]}